No. 1
C42H60FN17O5PS | ωB97M-V/def2-TZVPD

Geometry as ORCA input:
```
! RIJCOSX wB97M-V def2-TZVPD def2/J DEFGRID3
* xyz 1 1
C -3.800 1.637 -2.677
C -2.794 1.243 -1.405
C -2.116 -0.240 -1.617
C -1.265 -0.766 -0.277
C 0.171 0.030 -0.323
C 0.839 0.285 1.181
C 1.172 1.921 1.233
N 2.411 2.353 0.432
C 2.862 3.797 0.356
N 4.116 4.167 -0.456
C 5.178 4.415 0.404
S 6.592 4.696 1.324
C 1.979 4.979 1.142
N 2.487 6.401 0.968
C 0.617 4.597 2.033
C -0.283 5.722 2.815
O 0.283 6.940 3.042
O -1.648 5.543 3.344
P -2.863 5.739 2.111
C -2.342 7.001 0.762
O -3.034 4.218 1.224
C 0.230 2.988 2.086
C -1.026 2.340 2.925
O -1.957 1.580 2.284
N -1.071 2.580 4.428
C -0.138 1.589 5.156
O -0.291 1.465 6.494
F 0.912 0.846 4.416
H -3.736 2.773 -2.972
H -3.604 0.984 -3.630
H -4.916 1.471 -2.290
H -1.913 2.047 -1.453
H -3.310 1.393 -0.359
H -1.281 -0.101 -2.458
H -2.848 -1.063 -2.015
H -1.868 -0.635 0.723
H -1.015 -1.912 -0.473
H 0.902 -0.529 -1.060
H -0.042 1.087 -0.832
H 1.886 -0.260 1.154
H 0.149 -0.072 2.056
H 3.012 1.645 -0.082
H 2.685 6.868 1.882
H 1.857 6.963 0.354
H -1.419 6.656 0.121
H -2.229 8.113 1.179
H -3.258 7.060 0.002
H -2.673 4.327 0.296
H -0.580 3.510 4.584
C -2.496 -4.961 -1.429
C -1.633 -4.210 -2.356
N -0.950 -3.618 -3.088
H -2.079 -4.986 -0.417
H -3.494 -4.516 -1.356
H -2.628 -6.000 -1.750
C 3.439 -3.724 1.854
C 2.522 -3.212 0.822
N 1.798 -2.807 0.006
H 3.277 -4.790 2.045
H 4.487 -3.604 1.560
H 3.308 -3.201 2.807
C -2.076 -4.201 -6.774
C -3.081 -4.720 -5.831
N -3.875 -5.130 -5.087
H -2.535 -3.592 -7.560
H -1.335 -3.572 -6.269
H -1.530 -5.011 -7.269
C -0.354 -4.850 3.324
C 1.010 -4.420 2.973
N 2.088 -4.080 2.697
H -1.074 -4.029 3.229
H -0.702 -5.661 2.676
H -0.411 -5.213 4.356
C 2.114 3.283 7.605
C 3.477 3.713 7.254
N 4.555 4.052 6.977
H 1.394 4.103 7.510
H 1.766 2.471 6.957
H 2.056 2.920 8.636
C 7.058 8.684 -0.311
C 5.618 8.709 -0.006
N 4.480 8.729 0.236
H 7.351 7.750 -0.802
H 7.344 9.504 -0.979
H 7.666 8.778 0.595
C 8.457 1.340 0.855
C 7.967 -0.010 1.179
N 7.579 -1.077 1.436
H 8.108 1.671 -0.128
H 8.116 2.081 1.586
H 9.551 1.380 0.841
C 3.543 -4.791 -2.591
C 4.385 -4.998 -1.402
N 5.051 -5.161 -0.462
H 2.714 -4.106 -2.386
H 4.115 -4.367 -3.423
H 3.105 -5.731 -2.946
C 0.779 -1.549 -8.464
C 0.767 -2.855 -7.783
N 0.757 -3.886 -7.245
H 1.770 -1.312 -8.866
H 0.076 -1.524 -9.303
H 0.503 -0.736 -7.785
C -7.412 4.954 3.141
C -6.048 5.383 2.791
N -4.970 5.723 2.514
H -8.131 5.774 3.046
H -7.759 4.142 2.493
H -7.469 4.591 4.173
C -6.953 -6.004 -2.990
C -6.115 -5.904 -1.784
N -5.453 -5.825 -0.830
H -6.626 -6.819 -3.644
H -8.003 -6.192 -2.739
H -6.922 -5.082 -3.581
C 0.516 -3.276 7.315
C 0.025 -4.626 7.640
N -0.362 -5.693 7.896
H 0.167 -2.945 6.332
H 0.174 -2.536 8.046
H 1.610 -3.236 7.301
C -4.481 -7.543 -8.230
C -3.617 -6.792 -9.157
N -2.935 -6.200 -9.889
H -4.063 -7.568 -7.218
H -5.479 -7.098 -8.157
H -4.613 -8.582 -8.551
*
```

gap between HOMO and LUMO = 3.90 eV
total energy = -3781.57599 hartree
max |F| = 19.0 eV/Å
molecular weight = 965.1 g mol⁻¹


No. 2
C42H62B2F6IO24 | ωB97M-V/def2-TZVPD

Geometry as ORCA input:
```
! RIJCOSX wB97M-V def2-TZVPD def2/J DEFGRID3
* xyz -1 1
C 3.731 0.155 5.559
O 3.257 0.100 4.203
B 3.473 -1.221 3.710
O 4.708 -1.520 3.148
B 2.197 -2.341 3.833
I 2.682 -4.021 5.214
C 2.015 -2.982 2.276
O 2.404 -4.374 2.197
C 1.351 -5.188 1.789
O 1.598 -6.517 2.173
C 0.932 -6.886 3.375
C 1.941 -7.676 4.238
O 1.609 -7.672 5.608
C 0.844 -1.521 4.162
O 0.351 -0.867 3.303
C 0.077 -1.428 5.542
F 0.862 -1.542 6.599
F -0.438 -0.175 5.627
C -1.120 -2.387 5.640
F -0.679 -3.638 5.697
F -1.817 -2.208 6.773
C -2.113 -2.349 4.458
F -1.646 -2.995 3.383
F -2.459 -1.141 4.092
C -3.442 -3.089 4.826
O -4.462 -2.592 4.567
O -3.392 -4.275 5.459
H 3.473 -0.757 6.110
H 3.313 1.061 6.006
H 4.821 0.300 5.520
H 5.140 -0.655 3.026
H 0.977 -2.905 1.923
H 2.647 -2.416 1.581
H 0.369 -4.860 2.167
H 1.289 -5.191 0.684
H 0.074 -7.537 3.146
H 0.546 -6.023 3.926
H 2.954 -7.312 4.040
H 1.871 -8.718 3.906
H 1.715 -6.782 5.974
H -4.128 -4.243 6.089
O -4.307 -1.147 -2.000
C -4.204 -0.961 -0.817
O -3.025 -0.733 -0.204
C -3.220 -0.659 1.224
C -4.685 -0.309 1.406
C -5.326 -0.988 0.202
H -2.967 -1.625 1.659
H -2.558 0.096 1.642
H -5.087 -0.633 2.365
H -4.821 0.772 1.332
H -5.588 -2.027 0.409
H -6.193 -0.443 -0.162
O 5.489 1.250 1.826
C 4.807 1.149 0.841
O 4.108 0.032 0.538
C 3.490 0.187 -0.755
C 3.402 1.686 -0.978
C 4.630 2.188 -0.245
H 4.117 -0.311 -1.499
H 2.510 -0.287 -0.746
H 3.375 1.966 -2.023
H 2.501 2.080 -0.503
H 5.515 2.187 -0.883
H 4.468 3.172 0.180
O 3.753 -7.659 9.444
C 2.680 -7.422 9.911
O 1.941 -6.330 9.581
C 0.760 -6.275 10.392
C 0.533 -7.701 10.867
C 1.956 -8.234 10.968
H 0.939 -5.584 11.219
H -0.069 -5.902 9.794
H -0.030 -7.759 11.799
H -0.016 -8.261 10.108
H 2.403 -8.023 11.941
H 2.013 -9.296 10.747
O -7.714 1.159 -7.551
C -7.301 0.759 -6.498
O -6.174 0.022 -6.372
C -6.009 -0.392 -5.000
C -6.817 0.601 -4.187
C -7.952 0.948 -5.143
H -6.381 -1.414 -4.899
H -4.954 -0.376 -4.740
H -7.150 0.202 -3.230
H -6.219 1.492 -3.988
H -8.789 0.254 -5.052
H -8.291 1.973 -5.014
O 4.494 6.079 -2.887
C 4.005 6.234 -1.804
O 4.199 5.381 -0.772
C 3.394 5.777 0.353
C 3.107 7.253 0.135
C 3.066 7.347 -1.386
H 2.485 5.172 0.358
H 3.945 5.593 1.273
H 2.195 7.590 0.625
H 3.936 7.852 0.518
H 2.072 7.135 -1.782
H 3.421 8.309 -1.747
O -9.969 5.007 -1.751
C -9.823 5.138 -2.930
O -8.800 4.568 -3.623
C -8.844 5.005 -4.995
C -10.279 5.445 -5.231
C -10.683 5.970 -3.860
H -8.132 5.824 -5.121
H -8.557 4.183 -5.648
H -10.377 6.177 -6.031
H -10.893 4.581 -5.489
H -10.424 7.022 -3.731
H -11.738 5.811 -3.655
O 2.007 3.444 -3.135
C 2.553 3.257 -4.183
O 3.217 2.108 -4.480
C 3.854 2.231 -5.761
C 3.090 3.325 -6.485
C 2.661 4.230 -5.337
H 4.904 2.492 -5.602
H 3.805 1.275 -6.281
H 3.678 3.827 -7.250
H 2.206 2.902 -6.967
H 3.422 4.976 -5.096
H 1.706 4.712 -5.529
O 3.903 3.756 -9.790
C 4.990 3.279 -9.641
O 6.055 3.959 -9.148
C 7.229 3.132 -9.201
C 6.711 1.704 -9.249
C 5.397 1.866 -10.006
H 7.800 3.397 -10.095
H 7.843 3.321 -8.324
H 7.407 1.009 -9.714
H 6.509 1.350 -8.236
H 5.536 1.808 -11.086
H 4.648 1.150 -9.680
*
```

energy relative to the best compared isomer or geometry (same formula, charge and spin) = 0.0 kcal per mole
gap between HOMO and LUMO = 6.31 eV
total energy = -4390.18492 hartree
max |F| = 3.5 eV/Å
molecular weight = 1213.4 g mol⁻¹